{
  "formula": "C25H22BaN7O4S",
  "method": "ωB97M-V with the def2-TZVPD basis set",
  "elements": ["Ba", "N", "C", "S", "N", "N", "C", "C", "C", "C", "C", "C", "C", "C", "C", "C", "C", "C", "N", "H", "H", "H", "H", "H", "H", "H", "H", "H", "H", "H", "C", "C", "N", "O", "C", "C", "N", "O", "H", "H", "H", "H", "H", "H", "H", "O", "C", "N", "C", "O", "C", "C", "C", "C", "C", "C", "H", "H", "H", "H"],
  "coordinates": [[-1.280, 0.179, 0.534], [3.146, 1.030, 2.324], [2.117, 1.238, 1.427], [0.770, 2.108, 2.067], [2.365, 0.716, 0.245], [1.415, 0.977, -0.689], [1.520, 0.309, -1.784], [2.552, -0.677, -2.179], [2.159, -1.864, -2.790], [3.098, -2.805, -3.184], [4.448, -2.562, -2.988], [4.851, -1.376, -2.387], [3.913, -0.444, -1.976], [0.466, 0.638, -2.786], [0.779, 0.751, -4.140], [-0.213, 1.116, -5.033], [-1.493, 1.341, -4.552], [-1.724, 1.187, -3.194], [-0.775, 0.846, -2.325], [2.874, 1.053, 3.291], [3.780, 0.293, 2.052], [1.105, -2.063, -2.946], [2.768, -3.732, -3.637], [5.184, -3.295, -3.291], [5.904, -1.181, -2.225], [4.221, 0.465, -1.480], [1.792, 0.560, -4.467], [0.011, 1.225, -6.087], [-2.306, 1.621, -5.208], [-2.707, 1.325, -2.758], [-4.256, 3.879, -1.882], [-3.684, 3.576, -0.531], [-2.971, 4.388, 0.138], [-2.802, 5.615, -0.528], [-3.923, 2.258, 0.119], [-4.516, 2.161, 1.491], [-3.586, 1.238, -0.588], [-3.695, 0.049, 0.014], [-3.500, 4.320, -2.531], [-5.068, 4.605, -1.793], [-4.642, 2.968, -2.333], [-2.169, 6.064, 0.042], [-4.508, 3.129, 1.988], [-3.979, 1.432, 2.100], [-5.544, 1.791, 1.428], [-1.602, -0.950, 3.050], [-0.639, -1.712, 2.923], [0.054, -1.944, 1.782], [1.007, -2.904, 2.034], [1.768, -3.401, 1.227], [0.958, -3.269, 3.496], [1.720, -4.140, 4.248], [1.414, -4.240, 5.603], [0.381, -3.493, 6.163], [-0.381, -2.622, 5.390], [-0.066, -2.530, 4.050], [2.518, -4.710, 3.791], [1.985, -4.906, 6.238], [0.172, -3.594, 7.221], [-1.185, -2.036, 5.817]],
  "forces_ev_per_a": [[0.868, 0.124, 0.110], [0.022, -0.122, -0.190], [0.121, 0.118, 0.742], [-0.068, -0.038, -0.319], [-0.103, 0.179, -0.209], [0.174, -0.635, 0.355], [-0.471, 0.435, -0.389], [0.240, 0.021, 0.129], [0.013, -0.037, -0.013], [-0.063, -0.002, -0.008], [0.052, 0.012, 0.012], [0.030, -0.013, -0.003], [-0.070, 0.012, 0.006], [0.024, -0.068, 0.023], [-0.038, -0.014, 0.001], [0.029, -0.014, 0.050], [-0.027, 0.008, 0.038], [-0.057, 0.020, -0.067], [0.067, -0.129, -0.117], [-0.016, 0.042, 0.008], [-0.001, 0.000, 0.026], [-0.007, 0.014, 0.011], [0.016, -0.009, -0.004], [-0.003, -0.005, -0.006], [0.005, -0.012, -0.004], [-0.002, 0.000, 0.000], [-0.001, 0.006, -0.021], [0.004, -0.003, -0.004], [0.005, 0.001, -0.014], [-0.018, 0.002, 0.003], [0.087, -0.050, -0.136], [-0.030, 0.002, 0.023], [-0.069, 0.118, 0.118], [0.023, 0.018, -0.004], [-0.012, 0.113, -0.042], [0.086, -0.007, 0.123], [-0.356, 0.081, -0.005], [-0.386, -0.103, -0.190], [0.001, 0.012, 0.016], [0.008, 0.015, 0.029], [-0.004, -0.004, 0.017], [-0.049, -0.045, -0.039], [-0.001, 0.009, -0.028], [0.009, 0.006, -0.001], [0.006, -0.009, -0.018], [-0.063, 0.136, -0.176], [0.194, -0.168, 0.254], [-0.352, 0.020, 0.013], [0.213, 0.005, -0.380], [-0.038, 0.024, 0.102], [0.041, -0.055, 0.099], [-0.091, 0.095, -0.064], [0.037, -0.045, 0.038], [-0.008, -0.017, 0.095], [-0.009, 0.032, -0.118], [0.032, -0.067, 0.121], [0.013, -0.015, 0.017], [0.005, -0.003, -0.010], [-0.002, -0.001, -0.001], [-0.008, 0.007, 0.000]],
  "mulliken_charge": [1.445, -0.521, 0.181, -0.403, -0.597, -0.112, 0.945, 0.093, -0.153, -0.765, -0.330, -0.715, -0.145, -0.465, -0.664, -0.430, -0.881, -0.375, 0.361, 0.231, 0.252, 0.458, 0.370, 0.379, 0.377, 0.437, 0.454, 0.414, 0.393, 0.558, -1.325, 0.823, -0.485, -0.437, 0.236, -0.925, -0.168, -0.829, 0.307, 0.390, 0.377, 0.375, 0.411, 0.115, 0.264, -0.843, 0.452, -0.272, 0.008, -0.726, 0.136, -0.413, -0.387, -0.401, -0.352, 0.190, 0.481, 0.372, 0.373, 0.464],
  "max_force_ev_per_a": 0.88,
  "total_charge": -1,
  "total_energy_ev": -56434.5163,
  "relative_energy_kcal_mol": 0.00,
  "homo_lumo_gap_ev": 7.233
}